No. 1
A structure of composition C30H20ClCrIN5O2 at a distorted geometry. Source: the Open Molecules 2025 dataset; level of theory: ωB97M-V/def2-TZVPD.

XYZ file:
```
60
Properties=species:S:1:pos:R:3:forces:R:3
Cr -0.411 0.378 0.106 -1.734 0.265 -1.460
Cl -4.400 3.065 5.135 -0.106 0.054 0.085
C -3.183 2.719 3.951 0.431 0.506 0.136
C -2.072 3.537 3.866 -0.950 -0.380 0.333
C -1.065 3.241 2.961 1.029 -0.510 -1.054
I 0.692 4.383 2.822 -0.365 -0.084 0.153
C -1.138 2.140 2.107 -0.798 0.725 1.011
O -0.196 1.770 1.305 0.897 0.167 -0.054
C -2.320 1.348 2.154 -0.149 0.361 0.617
N -2.344 0.315 1.281 -0.404 -0.669 0.172
C -3.336 -0.562 1.386 0.679 0.402 -0.385
C -4.357 -0.429 2.326 -0.369 0.327 0.443
C -4.388 0.659 3.171 0.233 -0.235 -0.366
C -3.334 1.593 3.115 0.177 -0.148 -0.358
H -1.977 4.390 4.520 -0.050 0.025 0.050
H -3.312 -1.396 0.698 0.019 -0.015 -0.072
H -5.129 -1.181 2.380 -0.062 -0.045 -0.057
H -5.191 0.801 3.879 -0.030 -0.059 0.050
O -0.902 -0.919 -1.129 -0.887 0.716 0.868
C -0.442 -1.755 -2.024 0.783 -0.851 -0.969
C -1.270 -2.777 -2.525 0.067 0.359 0.309
C -0.792 -3.712 -3.417 0.005 0.012 0.005
C 0.525 -3.665 -3.845 0.127 0.020 -0.088
C 1.351 -2.647 -3.400 -0.014 -0.109 -0.067
C 0.889 -1.683 -2.524 -0.291 0.079 0.511
C 1.736 -0.527 -2.046 -0.327 0.770 -0.821
N 1.723 1.870 -1.708 -0.514 0.542 -1.020
C 2.989 1.625 -1.266 0.997 -0.427 -0.273
C 3.719 0.641 -1.852 0.398 0.866 0.509
N 3.106 -0.416 -2.539 -0.394 -0.665 -0.415
H -2.294 -2.810 -2.180 -0.056 -0.001 0.053
H -1.450 -4.486 -3.779 -0.077 -0.106 -0.031
H 0.904 -4.414 -4.524 0.039 -0.036 -0.087
H 2.373 -2.603 -3.744 0.184 0.020 0.004
H 3.401 2.337 -0.569 0.169 0.011 0.073
H 4.792 0.583 -1.757 0.103 0.034 0.215
H 3.243 -0.451 -3.539 -0.202 0.068 -0.053
C 2.373 -2.272 3.910 -0.093 0.038 -0.008
C 3.307 -2.100 2.900 -0.004 0.008 -0.033
C 2.944 -1.495 1.714 -0.171 0.213 -0.154
C 1.633 -1.051 1.521 0.740 -0.772 1.382
C 0.700 -1.217 2.545 -0.015 0.211 -0.442
C 1.073 -1.824 3.729 0.103 -0.115 0.156
N 1.232 -0.524 0.285 1.695 0.381 -2.534
N 2.035 -0.764 -0.658 -0.818 -1.088 2.275
C 1.046 0.807 -2.397 0.251 0.104 0.579
C 0.605 0.980 -3.773 -0.228 0.337 -0.255
C -0.249 1.969 -4.089 0.524 -0.669 -0.330
C -0.858 2.779 -3.075 -0.185 0.271 0.896
C -0.619 2.575 -1.762 -0.345 0.624 -0.453
C 0.375 1.616 -1.300 0.066 -1.547 1.029
H 2.655 -2.763 4.829 0.010 -0.025 0.110
H 4.321 -2.451 3.026 0.048 0.003 0.042
H 3.645 -1.362 0.905 0.112 -0.025 0.013
H -0.325 -0.901 2.401 0.010 -0.013 0.051
H 0.338 -1.966 4.508 -0.038 0.017 0.045
H 0.949 0.267 -4.508 -0.008 -0.038 -0.194
H -0.555 2.108 -5.114 -0.034 0.001 -0.120
H -1.590 3.510 -3.387 -0.090 0.081 0.046
H -1.175 3.121 -1.005 -0.086 0.017 -0.068
```
Positions in Å, forces in eV/Å.

Values from the calculation:
energy above the lowest of the compared OMol25 structures with the same formula, charge and spin	5.035	eV
spin multiplicity	2
expectation value of S²	0.776
highest occupied orbital energy (spin up / spin down)	-7.120 / -7.001	eV
Kohn-Sham gap (spin up / spin down)	6.21 / 6.16	eV

***

No. 2
A structure of composition C4H4BrNOS at a distorted geometry. Source: the Open Molecules 2025 dataset; level of theory: ωB97M-V/def2-TZVPD.

XYZ file:
```
12
Properties=species:S:1:pos:R:3:forces:R:3
C -0.527 0.183 0.608 2.881 -2.376 -3.577
C 0.539 -0.967 -0.671 -2.385 2.417 3.438
C 0.744 1.326 -1.428 0.360 -1.373 1.092
C -1.412 -0.407 1.612 -2.522 3.665 -0.693
N 1.203 0.035 -1.290 1.574 0.116 -2.732
O 1.203 2.114 -2.188 0.132 1.172 -0.928
S -0.524 1.620 -0.257 -1.305 0.877 0.696
Br 1.736 -2.221 0.076 0.005 -0.522 0.229
H -2.546 -0.329 1.387 1.699 -0.224 0.147
H -1.265 0.168 2.538 0.067 -0.535 0.051
H -1.100 -1.369 1.633 0.600 -3.221 0.860
H 1.949 -0.152 -2.020 -1.107 0.005 1.417
```
Positions in Å, forces in eV/Å.

Values from the calculation:
energy above the lowest of the compared OMol25 structures with the same formula, charge and spin	3.700	eV
highest occupied orbital energy (spin up / spin down)	-7.693 / -7.935	eV
Kohn-Sham gap (spin up / spin down)	6.88 / 7.54	eV

***

No. 3
A structure of composition C13H17B3Cl30O5 at a distorted geometry. Source: the Open Molecules 2025 dataset; level of theory: ωB97M-V/def2-TZVPD.

XYZ file:
```
68
Properties=species:S:1:pos:R:3:forces:R:3
O 4.283 -0.157 2.296 0.947 -1.928 3.368
C 4.090 0.354 1.274 -0.463 1.728 -1.692
O 4.169 -0.380 0.128 -0.876 0.379 -0.386
C 3.788 1.848 1.226 0.072 0.041 -0.256
C 2.282 2.225 1.416 0.347 -0.342 -0.609
B 1.241 1.080 1.097 0.701 0.391 -0.632
O 1.110 -0.082 1.834 -0.804 0.799 -0.275
B -0.157 -0.649 1.795 0.169 -1.776 0.239
O -1.134 -0.324 0.873 0.494 1.208 0.808
B -0.899 1.001 0.489 -0.290 -0.922 -1.093
O 0.369 1.274 0.007 -0.401 0.581 1.235
H 3.419 -0.093 -0.419 0.506 -0.041 -0.422
H 4.235 2.273 0.323 -0.372 0.015 -0.098
H 4.340 2.279 2.058 0.138 -0.128 0.017
H 2.134 2.586 2.437 -0.040 -0.179 -0.001
H 2.070 3.058 0.744 -0.113 -0.097 0.242
H -0.389 -1.505 2.585 0.160 0.043 -0.155
H -1.749 1.808 0.660 -0.033 0.165 -0.287
C 0.807 0.322 5.635 0.091 0.175 -0.030
Cl -0.670 0.583 4.694 -0.081 0.069 0.146
Cl 2.224 0.761 4.683 0.044 -0.125 0.104
Cl 0.756 1.236 7.144 -0.021 -0.061 -0.025
H 0.871 -0.732 5.878 -0.018 0.018 -0.033
C -2.875 -1.276 -2.285 -0.091 -0.106 0.065
Cl -3.328 0.383 -2.703 0.083 0.024 0.025
Cl -3.797 -1.840 -0.893 0.218 0.101 -0.265
Cl -3.097 -2.359 -3.664 0.382 -0.140 0.393
H -1.825 -1.279 -2.018 -0.023 0.009 -0.009
C -3.553 -4.243 2.207 0.101 0.085 -0.060
Cl -4.932 -3.475 1.421 -0.285 -0.185 0.227
Cl -2.715 -5.318 1.087 -0.036 -0.006 0.037
Cl -2.454 -3.011 2.827 -0.121 -0.166 0.031
H -3.918 -4.836 3.037 -0.030 0.022 -0.034
C 1.642 4.714 -2.461 -0.096 0.065 0.115
Cl 0.044 4.115 -2.012 0.031 -0.017 -0.051
Cl 1.721 6.466 -2.265 -0.023 -0.054 0.012
Cl 2.897 3.919 -1.502 -0.118 -0.040 -0.272
H 1.813 4.478 -3.504 0.033 0.007 0.033
C 5.925 6.521 -3.119 0.063 -0.135 0.082
Cl 4.662 6.136 -4.293 0.031 0.027 -0.011
Cl 5.432 6.079 -1.482 0.155 0.200 -0.106
Cl 7.433 5.714 -3.553 -0.011 0.048 0.006
H 6.094 7.590 -3.144 -0.027 -0.023 -0.009
C -8.113 -5.492 3.033 -0.019 -0.094 -0.064
Cl -6.617 -5.517 3.971 -0.009 -0.010 0.090
Cl -7.967 -6.513 1.602 0.010 0.061 0.019
Cl -9.479 -5.999 4.027 0.034 0.049 -0.017
H -8.289 -4.475 2.707 0.026 -0.019 0.014
C 5.528 1.200 6.282 0.114 0.007 -0.022
Cl 5.805 2.421 7.528 -0.045 -0.026 -0.016
Cl 6.174 1.738 4.729 -0.079 0.010 0.021
Cl 6.244 -0.343 6.744 -0.090 0.085 0.235
H 4.460 1.057 6.178 0.041 0.029 -0.011
C -5.680 -1.071 -7.002 -0.001 0.164 0.092
Cl -5.076 -0.770 -5.373 -0.372 0.149 -0.444
Cl -6.481 0.361 -7.656 0.145 0.239 0.304
Cl -4.367 -1.587 -8.065 -0.040 -0.033 0.001
H -6.409 -1.871 -6.952 0.015 0.021 -0.023
C -8.875 -1.433 -10.853 0.028 -0.127 -0.029
Cl -8.377 -1.068 -12.506 -0.019 0.026 0.045
Cl -9.961 -2.825 -10.821 -0.009 0.054 0.017
Cl -7.466 -1.712 -9.827 -0.147 -0.224 -0.350
H -9.411 -0.577 -10.465 0.015 -0.022 -0.007
C 8.363 -2.617 4.524 -0.064 0.116 -0.105
Cl 6.947 -1.845 3.815 0.045 -0.130 -0.181
Cl 9.151 -3.681 3.354 -0.006 -0.026 0.045
Cl 9.501 -1.407 5.126 -0.005 -0.033 0.026
H 8.038 -3.220 5.362 0.035 0.006 -0.016
```
Positions in Å, forces in eV/Å.

Values from the calculation:
highest occupied orbital energy	-10.441	eV
Kohn-Sham gap	10.61	eV

***

| no. | calculated total energy (Eh) |
| --- | --- |
| 1 | -3381.6969 |
| 2 | -3256.8698 |
| 3 | -14762.2547 |